17
Properties=species:S:1:pos:R:3:forces:R:3 method="wB97M-V/def2-TZVPD" e_above_lowest_kcal_mol=85.9 spin_multiplicity=1 homo_energy_ev=-6.102 orbital_gap_ev=6.9 total_charge=0 e_lumo_ev=0.8
C 0.918155 -0.776204 2.021139 -0.029 -0.396 1.020
C -1.536722 0.368188 -0.957157 0.311 0.095 0.198
N 0.936185 -1.172515 0.759724 0.241 0.288 -0.891
C 0.733847 -0.569762 -0.410990 -0.393 -0.049 -0.068
N -0.031285 1.542929 0.543071 0.238 0.274 0.107
C -0.066450 0.691474 -0.633593 0.056 -0.361 -0.200
O 0.903643 -1.414663 -1.508295 0.084 0.132 -0.002
H 0.058742 -1.566805 -1.954321 0.023 -0.015 0.140
H 1.295680 -2.108274 0.594728 -0.041 -0.011 0.087
H -0.592261 2.370734 0.389333 0.021 0.050 -0.025
H 0.924021 1.842699 0.722763 -0.166 0.039 -0.001
H 1.217051 -1.481636 2.781008 0.032 -0.042 -0.227
H 0.553928 0.191713 2.271540 -0.130 0.196 0.038
H 0.370032 1.190348 -1.514581 -0.059 -0.139 -0.010
H -2.084249 1.293274 -1.149279 -0.055 -0.051 -0.060
H -1.605216 -0.258186 -1.845398 -0.115 -0.009 -0.074
H -1.995101 -0.143316 -0.109690 -0.018 -0.002 -0.032